Entry 1:
The following is a DFT calculation (ωB97M-V/def2-TZVPD) of a 8-piece molecular cluster, C5H26N2O8 overall.

Element x y z (Å)
N (-1.64108, 0.55075, -1.61053)
C (-2.57821, -0.25830, -0.92215)
C (-3.82390, 0.65550, -0.60249)
C (-1.97837, -0.66619, 0.44117)
N (-1.12084, -1.69462, 0.58154)
C (-0.30221, -2.35277, -0.45405)
C (-0.87422, -3.70995, -0.84682)
O (-2.31987, -0.13438, 1.49878)
H (-0.77471, 0.12960, -1.80485)
H (-1.35054, 1.38980, -1.13997)
H (-2.88599, -1.05466, -1.55321)
H (-4.66983, 0.32962, 0.02436)
H (-4.23131, 1.02339, -1.53975)
H (-3.33182, 1.38476, -0.00639)
H (-0.85042, -2.01933, 1.46601)
H (0.70561, -2.45095, -0.05795)
H (-0.23633, -1.76212, -1.34509)
H (-0.00239, -4.24231, -1.27396)
H (-1.37240, -4.40611, -0.15769)
H (-1.65464, -3.33492, -1.58251)
H (3.39682, 1.84188, -1.00380)
H (2.66406, 3.07815, -1.02684)
O (2.96780, 2.40425, -1.63804)
H (1.22824, 1.28655, 3.46152)
H (2.36811, 0.28414, 3.78769)
O (1.81248, 0.62618, 3.08568)
H (4.27087, -1.71271, 0.73732)
H (2.83363, -1.72030, 0.27017)
O (3.52021, -2.31328, 0.58201)
H (1.46101, 0.07141, 1.42426)
H (0.96145, 0.18928, -0.18103)
O (1.57798, -0.18969, 0.44539)
H (-1.66112, 2.74532, 2.32885)
H (-2.13196, 1.72497, 1.41752)
O (-1.42218, 2.42706, 1.45120)
H (1.58480, 2.03683, -3.20446)
H (0.98642, 2.13363, -2.01527)
O (0.66362, 2.03756, -2.89326)
H (3.50726, 1.94721, 1.37101)
H (2.09922, 1.46767, 1.32729)
O (2.60472, 2.25707, 1.15834)

Charge: +1
Relative energy (zero: lowest compared OMol25 entry of this formula, charge and spin), kcal/mol: 53.95
DFT total energy, eV: -24957.2870
2S+1: 2
E_LUMO (spin up / spin down), Eh: -0.1209 / -0.3169
Max |F|, eV/Å: 5.01
⟨S²⟩: 0.760
Gap between HOMO and LUMO (spin up / spin down), eV: 10.5 / 5.2

---

Entry 2:
The following is a DFT calculation (ωB97M-V/def2-TZVPD) of a 8-piece molecular cluster, C5H26NO8 overall.

Element x y z (Å)
O (1.07429, 2.23416, -1.06322)
C (1.50412, 0.86344, -1.07607)
C (0.17778, 0.13099, -0.71543)
N (0.47710, -0.83418, 0.48921)
C (0.20358, -2.25217, 0.09441)
C (-0.45530, -2.20359, -1.28084)
C (-0.28636, -0.76580, -1.83670)
H (1.71846, 2.78801, -1.51771)
H (1.81179, 0.38137, -2.00734)
H (2.39704, 0.89181, -0.42332)
H (-0.47454, 0.82929, -0.21793)
H (1.45835, -0.66889, 0.73501)
H (0.05251, -0.51166, 1.37866)
H (-0.38971, -2.83207, 0.79237)
H (1.20058, -2.68983, 0.07410)
H (-1.52710, -2.29851, -1.10087)
H (-0.08367, -2.96052, -1.96108)
H (0.53354, -0.88166, -2.54373)
H (-1.16569, -0.40272, -2.35491)
H (3.67649, -0.19171, -0.07010)
H (4.30486, 0.26036, 1.30803)
O (3.53849, -0.13945, 0.87846)
H (1.97600, 0.06626, 3.88931)
H (2.53087, -1.09896, 3.03707)
O (2.16805, -0.20835, 2.98476)
H (-0.76772, 3.01854, -3.37842)
H (-0.74609, 2.64362, -1.89615)
O (-0.98160, 2.30641, -2.76807)
H (-2.83991, 0.89032, 1.28356)
H (-2.71569, 0.50242, -0.19304)
O (-2.25330, 0.42059, 0.68039)
H (-2.12789, -1.13887, 1.41434)
H (-2.57211, -1.40573, 2.88663)
O (-1.91708, -1.64966, 2.22917)
H (-3.97630, 0.52062, -2.17817)
H (-2.73122, 1.40961, -2.23589)
O (-3.42990, 1.09947, -1.63337)
H (0.64157, 1.58323, 2.20359)
H (0.15332, 1.09404, 3.49943)
O (-0.15763, 1.19976, 2.59386)

Charge: +1
Relative energy (zero: lowest compared OMol25 entry of this formula, charge and spin), kcal/mol: 56.63
DFT total energy, eV: -23470.6810
E_LUMO, Eh: -0.0916
Max |F|, eV/Å: 2.97
Gap between HOMO and LUMO, eV: 11.1

---

Entry 3:
The following is a DFT calculation (ωB97M-V/def2-TZVPD) of a 9-piece molecular cluster, C5H26NO9 overall.

Element x y z (Å)
O (-2.95013, 0.19518, 2.93548)
C (-2.43334, 1.27087, 2.48668)
C (-1.02012, 1.01084, 2.06424)
C (-0.78430, 1.79712, 0.78722)
C (-1.49183, 1.14635, -0.31962)
C (-2.59954, 1.42131, -0.97100)
N (-1.00046, -0.20847, -0.71863)
H (-2.87831, 2.25946, 2.53497)
H (-0.93071, -0.05845, 2.10908)
H (-0.18272, 1.40264, 2.80079)
H (-0.90232, 2.83672, 0.97606)
H (0.35650, 1.69902, 0.63589)
H (-3.04242, 0.83915, -1.76198)
H (-3.19005, 2.29694, -0.83238)
H (-0.15024, -0.62300, -0.37984)
H (-0.75744, -0.16080, -1.70548)
H (-1.70496, -0.89010, -0.31828)
H (-3.26414, -2.62970, 1.03884)
H (-3.21745, -1.14067, 1.35058)
O (-2.70876, -1.86758, 0.94725)
H (2.67536, 1.60477, -1.13591)
H (3.10137, 1.13409, -2.49677)
O (2.44043, 0.85879, -1.84151)
H (0.18515, -2.67848, 1.54477)
H (-0.86362, -3.19206, 0.67443)
O (-0.15253, -2.46725, 0.68677)
H (3.13774, 2.89847, 1.21936)
H (2.22846, 1.80081, 0.84113)
O (2.55538, 2.63488, 0.56045)
H (2.56256, -2.13001, -3.19663)
H (1.32539, -1.84221, -2.58064)
O (1.61914, -2.14840, -3.43838)
H (1.05489, 0.59014, -2.79016)
H (0.60543, -0.42663, -3.85466)
O (0.27468, 0.18649, -3.14824)
H (2.79041, -0.63990, 0.78444)
H (3.79288, -0.08783, 1.71653)
O (2.83671, 0.03328, 1.46093)
H (1.46705, -2.39558, -0.09149)
H (2.95199, -2.67409, -0.07274)
O (2.33941, -1.94855, -0.21699)

Charge: +1
Relative energy (zero: lowest compared OMol25 entry of this formula, charge and spin), kcal/mol: 61.91
DFT total energy, eV: -25517.0556
E_LUMO, Eh: -0.1022
Max |F|, eV/Å: 6.15
Gap between HOMO and LUMO, eV: 10.3

---

Entry 4:
The following is a DFT calculation (ωB97M-V/def2-TZVPD) of a 8-piece molecular cluster, C5H26O9 overall.

Element x y z (Å)
O (8.96726, 5.43634, 7.78906)
H (9.91868, 5.35950, 7.71750)
H (8.63127, 4.98878, 7.01252)
O (5.11494, 6.65634, 10.77816)
H (4.56260, 7.33704, 10.39372)
H (5.90470, 6.65426, 10.23731)
O (9.19192, 7.14518, 11.97201)
H (10.11296, 7.09278, 11.71670)
H (9.03440, 6.34206, 12.46840)
O (7.77584, 7.06922, 9.67574)
H (8.23522, 6.47270, 9.08468)
H (8.36336, 7.16390, 10.42547)
O (9.41687, 9.92721, 12.03429)
H (9.72974, 9.86821, 12.93699)
H (9.02101, 9.07306, 11.86119)
O (7.83788, 8.72634, 7.22396)
H (8.13320, 7.87226, 6.90841)
H (7.73772, 8.61152, 8.16896)
C (4.25214, 10.22598, 7.92253)
C (4.71634, 9.33166, 9.05258)
C (5.94018, 9.82602, 9.85142)
O (3.64016, 9.15514, 9.96044)
H (4.93442, 10.37712, 7.08603)
H (4.00228, 11.21198, 8.31428)
H (3.37098, 9.86370, 7.39297)
H (5.07331, 8.39127, 8.63267)
H (6.62760, 9.98466, 9.02053)
H (6.41100, 9.09530, 10.50905)
H (5.82508, 10.76942, 10.38513)
H (3.40466, 9.97993, 10.39154)
C (6.26386, 4.78402, 5.55427)
C (5.67472, 5.44424, 6.78623)
O (5.16428, 6.72152, 6.41454)
O (7.61594, 5.07334, 5.25003)
H (5.56832, 4.82840, 4.71619)
H (6.31632, 3.73732, 5.85395)
H (6.33798, 5.61136, 7.63489)
H (4.80771, 4.89286, 7.15007)
H (5.97362, 7.21046, 6.24867)
H (7.72592, 5.24716, 4.31233)

Relative energy (zero: lowest compared OMol25 entry of this formula, charge and spin), kcal/mol: 41.06
DFT total energy, eV: -24033.7649
E_LUMO, Eh: -0.0013
Max |F|, eV/Å: 2.74
Structure (SMILES): CC(C)O.OCCO.O.O.O.O.O.O
Gap between HOMO and LUMO, eV: 9.8

---

Entry 5:
The following is a DFT calculation (ωB97M-V/def2-TZVPD) of a 8-piece molecular cluster, C5H27N2O8 overall.

Element x y z (Å)
N (0.74249, -2.32468, -0.00775)
C (1.66744, -1.11570, 0.27688)
C (2.58770, -1.11390, -0.94462)
C (0.78263, 0.13455, 0.50178)
N (-0.12146, -0.04349, 1.63874)
C (-0.92707, 1.21513, 1.78764)
C (-2.31088, 1.38473, 1.13788)
O (-2.89454, 0.81564, 0.23359)
H (0.16410, -2.45989, 0.84637)
H (1.22090, -3.22008, -0.14533)
H (-0.00325, -2.19664, -0.75773)
H (2.12873, -1.44910, 1.21198)
H (2.29128, -1.69626, -1.80972)
H (3.55689, -1.49025, -0.64416)
H (2.89244, -0.12229, -1.31097)
H (0.28936, 0.37467, -0.44251)
H (1.40231, 1.02591, 0.64992)
H (0.28318, -0.15539, 2.55551)
H (-1.14858, 1.26310, 2.87204)
H (-0.33867, 2.05284, 1.49047)
H (-2.88429, 2.02388, 1.81282)
H (-1.43360, 0.01854, -1.87010)
H (-1.60990, 0.65285, -3.28825)
O (-0.95688, 0.37811, -2.63537)
H (0.17380, 2.59761, -2.30769)
H (-0.50128, 3.72126, -3.02649)
O (-0.18237, 3.48446, -2.14836)
H (-2.39174, -0.81207, -0.15159)
H (-3.24804, -2.30148, -0.27594)
O (-2.48757, -1.73614, -0.42457)
H (1.81702, -3.01190, 3.23107)
H (0.46733, -2.52158, 3.88994)
O (0.96286, -2.58467, 3.06318)
H (-0.41984, -1.25424, -2.74386)
H (-0.78476, -2.77290, -2.87541)
O (-0.08781, -2.16483, -2.60743)
H (-1.68580, 3.44779, -0.53602)
H (-0.46872, 3.99257, 0.08912)
O (-1.26398, 3.50424, 0.32922)
H (4.44699, 0.75008, 0.27239)
H (4.13274, 0.76746, 1.75767)
O (3.74651, 0.51659, 0.91123)

Relative energy (zero: lowest compared OMol25 entry of this formula, charge and spin), kcal/mol: 61.65
DFT total energy, eV: -24979.0416
2S+1: 2
E_LUMO (spin up / spin down), Eh: -0.0003 / -0.0030
Max |F|, eV/Å: 2.86
⟨S²⟩: 0.750
Gap between HOMO and LUMO (spin up / spin down), eV: 2.1 / 9.1

---

Entry 6:
The following is a DFT calculation (ωB97M-V/def2-TZVPD) of a 8-piece molecular cluster, C5H27N3O8 overall.

Element x y z (Å)
C (0.56173, 23.69342, -7.26865)
C (1.47208, 22.47499, -7.12382)
C (1.53784, 22.00999, -5.66374)
O (2.56064, 21.04836, -5.46496)
C (2.66692, 20.61325, -4.11372)
N (1.13921, 21.44409, -8.10936)
H (0.76914, 24.50746, -6.56827)
H (-0.45233, 23.38209, -6.99864)
H (0.65755, 24.13079, -8.26017)
H (2.47109, 22.85469, -7.36372)
H (0.58718, 21.52606, -5.38457)
H (1.71152, 22.84462, -4.97831)
H (2.69904, 21.43992, -3.40347)
H (3.59384, 20.03852, -4.10028)
H (1.88744, 19.87904, -3.88527)
H (1.22033, 21.69709, -9.08512)
H (0.17223, 21.19352, -7.92967)
O (4.57868, 18.19467, -8.81996)
H (3.91950, 17.74472, -9.37222)
H (4.27671, 19.12070, -8.81510)
O (-0.90743, 18.01368, -5.35035)
H (-1.20102, 18.54821, -6.09204)
H (0.06140, 18.11487, -5.34648)
O (3.85990, 20.83717, -8.76978)
H (3.98550, 21.62969, -9.30113)
H (2.93268, 20.93708, -8.40452)
O (6.27659, 19.86555, -7.12195)
H (7.01291, 20.33451, -7.52794)
H (5.63509, 19.74846, -7.84477)
O (1.89168, 17.66261, -9.61174)
H (1.70103, 18.35168, -10.25724)
H (1.58703, 18.02310, -8.76291)
O (1.54032, 18.68336, -6.50551)
H (2.40555, 18.29824, -6.69498)
H (1.72633, 19.56960, -6.11281)
C (6.16641, 17.10731, -4.78453)
O (6.18703, 16.27663, -3.87661)
N (5.48314, 16.88668, -5.95281)
N (6.87374, 18.26694, -4.76626)
H (5.10015, 15.96834, -6.07562)
H (5.76768, 17.42672, -6.75196)
H (6.61144, 18.99698, -5.41819)
H (7.33884, 18.45362, -3.89624)

DFT total energy, eV: -26474.4277
E_LUMO, Eh: -0.0050
Max |F|, eV/Å: 1.93
Structure (SMILES): COC[C@H](C)N.NC(N)=O.O.O.O.O.O.O
Gap between HOMO and LUMO, eV: 8.9

---

Entry 7:
The following is a DFT calculation (ωB97M-V/def2-TZVPD) of a 8-piece molecular cluster, C5H27NO7 overall.

Element x y z (Å)
C (-1.87377, 1.14663, -3.71692)
C (-0.79547, 1.44732, -2.67515)
N (-0.87475, 0.63570, -1.47218)
C (-1.74016, 2.13422, 0.25528)
C (-0.48272, 1.36536, -0.24534)
C (-0.13090, 0.43425, 0.91222)
H (-1.84519, 1.83360, -4.55045)
H (-1.86169, 0.16293, -4.20037)
H (-2.81983, 1.19461, -3.15791)
H (-0.97805, 2.50504, -2.46076)
H (0.22440, 1.38896, -3.04516)
H (-1.75032, 0.13409, -1.39364)
H (-1.44657, 2.58995, 1.20891)
H (-2.54507, 1.44101, 0.48856)
H (-2.01718, 2.98731, -0.36732)
H (0.33418, 2.03936, -0.47489)
H (0.22053, 0.94692, 1.80389)
H (0.77407, -0.07333, 0.61048)
H (-0.98661, -0.19227, 1.16945)
H (-0.38345, -3.73251, -0.66919)
H (0.05204, -2.26474, -1.01334)
O (-0.49050, -2.81340, -0.40233)
H (1.32587, -0.91123, -2.83054)
H (0.40682, -0.65258, -1.52197)
O (1.23241, -1.14037, -1.90446)
H (3.89431, 1.54327, 2.56840)
H (4.21499, 0.93458, 1.24582)
O (4.18972, 1.78885, 1.67227)
H (-3.91690, 1.40268, 2.44775)
H (-3.60675, -0.02077, 2.26117)
O (-3.30769, 0.74148, 2.78241)
H (3.20759, -1.10597, 1.87557)
H (3.72560, -2.05399, 2.99526)
O (3.63174, -1.11427, 2.76300)
H (-2.01618, -2.14923, 0.60786)
H (-3.45065, -2.67849, 1.23409)
O (-2.83343, -1.96298, 1.09199)
H (2.96707, -2.24129, 0.03776)
H (2.40577, -1.17783, -0.77720)
O (2.99616, -1.28694, 0.01806)

Relative energy (zero: lowest compared OMol25 entry of this formula, charge and spin), kcal/mol: 26.66
DFT total energy, eV: -21445.7964
E_LUMO, Eh: 0.0083
Max |F|, eV/Å: 2.86
Structure (SMILES): CCNC(C)C.O.O.O.O.O.O.O
Gap between HOMO and LUMO, eV: 9.6

---

Entry 8:
The following is a DFT calculation (ωB97M-V/def2-TZVPD) of a 8-piece molecular cluster, C5H27NO7 overall.

Element x y z (Å)
C (0.63169, -1.43373, -2.60061)
C (-0.51856, -0.96261, -1.70128)
C (-0.36082, 0.54467, -1.39150)
C (-1.62190, 1.42912, -1.52049)
C (-1.23862, 2.81769, -2.03815)
N (-0.56030, -1.69262, -0.42519)
H (0.35079, -1.69563, -3.62678)
H (0.89235, -2.42533, -2.22087)
H (1.55408, -0.88325, -2.74069)
H (-1.44601, -1.01556, -2.24236)
H (0.48063, 1.02692, -1.90448)
H (0.04886, 0.66726, -0.37794)
H (-2.33720, 1.42306, -0.70430)
H (-2.20452, 0.88733, -2.27819)
H (-0.51190, 3.20186, -1.31930)
H (-2.13125, 3.43958, -2.15864)
H (-0.79826, 2.80393, -3.03608)
H (-1.02200, -2.59480, -0.49514)
H (0.39312, -1.94614, -0.18110)
H (-4.44714, 0.34320, 0.00845)
H (-3.66514, 0.05685, 1.25013)
O (-4.56847, -0.08990, 0.86350)
H (0.79138, 1.87097, 1.58568)
H (1.82742, 2.95922, 2.00195)
O (1.73858, 2.09076, 1.61992)
H (1.80725, 0.06663, 2.21296)
H (3.22593, -0.11979, 2.80090)
O (2.46671, -0.58565, 2.46455)
H (2.06501, -3.89900, 2.22689)
H (2.92387, -2.67664, 1.82413)
O (2.82208, -3.63100, 1.66612)
H (-1.46729, 2.96478, 0.91573)
H (-1.46128, 1.60339, 1.51676)
O (-1.00327, 2.47435, 1.60021)
H (-1.42175, -0.57574, 0.73645)
H (-1.38158, -0.36976, 2.38787)
O (-1.78030, -0.13806, 1.54487)
H (3.91135, -1.11689, -0.69477)
H (2.57109, -0.68081, -1.29071)
O (3.43942, -0.99034, -1.53497)

Relative energy (zero: lowest compared OMol25 entry of this formula, charge and spin), kcal/mol: 31.29
DFT total energy, eV: -21445.5958
E_LUMO, Eh: 0.0086
Max |F|, eV/Å: 2.32
Structure (SMILES): CCC[C@@H](C)N.O.O.O.O.O.O.O
Gap between HOMO and LUMO, eV: 10.8